{"formula": "C48H96Br4O22S11", "method": "wB97M-V/def2-TZVPD", "elements": ["C", "C", "C", "S", "O", "O", "C", "H", "H", "H", "H", "H", "H", "H", "H", "C", "C", "C", "S", "O", "O", "C", "H", "H", "H", "H", "H", "H", "H", "H", "C", "C", "C", "S", "O", "O", "C", "H", "H", "H", "H", "H", "H", "H", "H", "C", "C", "C", "S", "O", "O", "C", "H", "H", "H", "H", "H", "H", "H", "H", "C", "C", "C", "S", "O", "O", "C", "H", "H", "H", "H", "H", "H", "H", "H", "C", "C", "C", "S", "O", "O", "C", "H", "H", "H", "H", "H", "H", "H", "H", "C", "C", "C", "S", "O", "O", "C", "H", "H", "H", "H", "H", "H", "H", "H", "C", "C", "C", "S", "O", "O", "C", "H", "H", "H", "H", "H", "H", "H", "H", "C", "C", "C", "S", "O", "O", "C", "H", "H", "H", "H", "H", "H", "H", "H", "C", "C", "C", "S", "O", "O", "C", "H", "H", "H", "H", "H", "H", "H", "H", "C", "C", "C", "S", "O", "O", "C", "H", "H", "H", "H", "H", "H", "H", "H", "Br", "C", "C", "Br", "H", "H", "H", "H", "Br", "C", "C", "Br", "H", "H", "H", "H"], "xyz": [[26.44358, 3.87622, -20.47007], [27.52850, 3.04180, -21.13272], [26.97744, 1.62364, -21.10375], [25.21704, 1.78879, -21.49845], [24.43627, 1.08037, -20.50830], [24.97803, 1.49775, -22.88353], [25.16590, 3.54879, -21.18533], [26.63416, 4.95089, -20.43364], [26.36898, 3.60358, -19.41445], [28.43953, 3.04701, -20.53259], [27.67540, 3.34672, -22.15982], [26.96374, 1.24750, -20.07707], [27.42672, 0.83057, -21.69502], [24.24339, 3.76411, -20.63579], [24.97338, 4.06745, -22.13075], [25.10229, 0.11854, -15.07717], [26.12551, 0.74590, -16.00209], [26.00774, -0.07239, -17.29866], [25.61839, -1.76603, -16.77342], [26.75825, -2.62155, -16.93734], [24.34873, -2.19559, -17.29573], [25.40082, -1.35113, -15.02851], [24.09352, 0.25756, -15.48322], [25.09074, 0.59454, -14.09720], [27.11754, 0.57572, -15.58116], [25.87791, 1.79259, -16.15246], [26.84797, -0.08253, -17.98838], [25.11822, 0.26465, -17.84018], [26.39324, -1.58092, -14.63697], [24.62444, -1.96687, -14.59534], [27.70319, 5.85692, -25.24225], [27.49569, 4.85081, -24.09813], [27.60541, 3.47670, -24.75510], [26.91800, 3.65869, -26.41125], [25.62423, 3.02074, -26.49826], [27.94113, 3.31601, -27.36727], [26.71777, 5.46246, -26.32670], [28.72683, 5.69929, -25.60995], [27.63267, 6.88648, -24.89992], [26.52085, 5.06257, -23.65231], [28.27026, 4.94182, -23.33956], [27.18207, 2.61273, -24.24721], [28.66770, 3.28419, -24.93418], [25.68354, 5.53433, -25.99130], [26.93242, 5.82518, -27.32448], [32.39944, 0.53356, -18.43524], [31.91363, 0.09196, -17.04729], [30.49928, -0.48873, -17.15177], [30.03698, -0.51603, -18.88699], [29.32026, 0.71241, -19.19282], [29.43573, -1.77104, -19.24958], [31.74458, -0.36435, -19.48109], [33.48775, 0.50939, -18.49350], [32.12671, 1.57294, -18.64418], [31.91322, 0.87767, -16.28850], [32.56566, -0.66512, -16.60258], [29.72406, -0.05446, -16.51522], [30.42173, -1.53487, -16.83169], [31.65304, 0.06782, -20.47624], [32.22701, -1.33971, -19.53294], [28.96762, 8.81064, -19.08918], [29.51527, 9.74893, -20.14545], [29.07749, 9.22513, -21.51628], [29.01385, 7.41358, -21.30329], [30.04023, 6.69864, -22.01764], [27.63495, 7.00947, -21.44312], [29.29682, 7.39507, -19.48642], [27.90366, 8.96947, -18.90850], [29.39040, 9.02388, -18.09893], [30.60769, 9.77093, -20.16442], [29.17671, 10.76219, -19.93711], [29.82101, 9.53105, -22.24356], [28.07545, 9.52791, -21.81167], [30.32347, 7.13555, -19.23312], [28.66766, 6.54728, -19.21865], [25.82649, -2.52318, -21.84067], [26.94721, -2.51724, -20.81824], [26.62559, -3.68681, -19.92723], [26.16362, -5.04565, -21.00051], [24.94573, -5.64710, -20.52930], [27.28488, -5.85863, -21.38724], [25.80526, -3.93172, -22.38984], [25.97513, -1.79762, -22.64227], [24.88955, -2.17950, -21.39265], [26.93435, -1.65918, -20.14637], [27.91902, -2.59089, -21.29827], [25.68974, -3.56516, -19.37633], [27.36055, -4.06193, -19.21917], [25.06695, -4.31610, -23.07955], [26.78211, -4.03722, -22.88765], [25.05394, -0.73006, -28.51882], [25.76011, -0.07140, -27.33089], [24.86742, -0.17127, -26.09549], [23.48873, -1.28519, -26.49534], [22.37910, -0.44066, -26.84225], [23.35253, -2.33156, -25.52382], [24.27823, -1.91017, -27.99800], [25.74655, -1.06634, -29.29990], [24.45254, -0.00510, -29.08222], [26.07805, 0.95309, -27.51030], [26.69304, -0.62559, -27.17252], [24.55481, 0.74345, -25.61233], [25.46024, -0.70805, -25.35120], [23.55790, -2.41358, -28.63272], [24.98143, -2.66272, -27.62319], [31.71781, 4.16291, -21.24925], [33.12120, 4.56401, -21.70663], [32.97311, 5.09981, -23.09476], [31.90794, 3.86136, -23.89428], [32.70609, 2.70839, -24.20969], [31.07312, 4.48664, -24.87806], [30.94606, 3.51785, -22.40654], [31.21066, 5.08758, -20.95822], [31.69642, 3.57094, -20.33165], [33.76597, 3.67655, -21.67609], [33.62456, 5.25883, -21.03353], [33.80587, 5.26132, -23.77070], [32.30430, 5.96404, -23.16714], [30.76440, 2.44766, -22.35492], [29.99654, 4.04847, -22.47698], [22.36098, 2.51052, -25.04109], [21.84687, 2.10555, -23.62975], [20.53547, 2.79871, -23.33447], [20.21842, 4.00244, -24.65757], [20.05365, 5.29577, -24.03148], [19.22754, 3.55602, -25.59143], [21.85241, 3.88017, -25.37065], [21.96055, 1.79501, -25.76209], [23.44405, 2.43107, -25.07138], [22.58426, 2.39621, -22.89248], [21.84253, 1.01618, -23.65826], [20.76790, 3.46588, -22.50626], [19.64085, 2.23625, -23.10029], [22.35182, 4.59838, -24.70040], [21.88879, 4.27133, -26.37888], [20.19499, 0.69295, -18.53650], [21.73588, 0.57813, -18.34034], [22.24791, 1.95932, -18.03795], [21.37463, 3.03313, -19.14709], [21.96149, 3.06838, -20.45448], [21.16156, 4.29357, -18.46883], [19.86195, 2.04958, -19.11939], [19.69264, 0.51544, -17.58486], [19.89999, -0.15315, -19.15557], [22.17541, 0.21410, -19.27372], [21.99583, -0.18641, -17.60972], [23.32516, 2.04536, -18.14934], [21.95473, 2.24895, -17.02631], [19.41765, 2.05259, -20.10904], [19.27304, 2.65860, -18.43315], [22.37900, 8.06570, -22.63163], [23.02181, 6.97318, -21.76614], [24.45368, 7.38179, -21.57986], [24.95266, 7.70883, -23.27126], [25.00277, 6.48520, -24.02915], [26.03324, 8.65112, -23.32361], [23.39503, 8.57545, -23.63560], [22.07573, 8.86951, -21.95098], [21.43807, 7.79832, -23.11236], [22.90690, 5.99548, -22.24464], [22.44075, 6.84458, -20.84979], [25.08424, 6.63002, -21.11812], [24.60797, 8.34090, -21.09053], [23.21038, 8.61396, -24.70564], [23.71571, 9.60551, -23.43478], [29.57334, 3.32118, -14.44435], [28.50659, 4.15320, -15.86621], [29.11172, 3.85096, -17.20657], [30.84002, 4.71320, -17.45141], [28.56938, 5.21278, -15.66134], [27.49349, 3.77679, -15.81037], [28.42609, 4.31796, -17.92449], [29.23991, 2.81723, -17.48872], [24.82964, 4.38915, -17.19147], [23.57948, 5.89313, -17.33980], [24.25470, 7.18483, -17.06169], [25.60529, 7.61234, -18.35933], [22.82207, 5.60823, -16.61310], [23.04264, 5.82318, -18.28067], [24.69616, 7.20372, -16.06987], [23.49720, 7.96999, -17.03816]], "atomic_forces_ev_per_a": [[0.2441, 0.5136, 0.3803], [0.0778, -0.5881, 0.3972], [-0.6963, -0.4715, 0.6600], [0.4373, -0.2145, 0.3954], [0.0768, 0.0290, 0.1808], [0.0133, 0.0304, -0.5557], [-1.6490, 0.4691, -0.1445], [0.1424, -0.0110, -0.4254], [-0.0985, -0.2863, -0.0373], [0.2384, 0.1983, -0.3539], [0.3402, 0.2011, -0.0215], [0.1083, 0.1005, -0.0141], [0.0831, 0.2634, -0.3905], [0.1914, -0.2953, 0.2946], [0.6736, -0.1304, -0.1667], [-0.5677, 0.4837, 0.5888], [0.0398, -0.7762, -0.4498], [-0.7440, 0.2300, -0.2344], [-0.3479, 0.0119, 0.4339], [0.4600, -0.0218, -0.0226], [-0.1724, 0.2444, -0.3229], [0.5851, -0.3327, -0.5752], [0.0405, 0.0345, -0.0568], [0.1375, -0.1094, 0.1052], [0.1170, 0.5096, 0.0924], [0.3907, 0.1571, -0.1227], [0.1987, -0.0357, 0.1654], [0.1016, -0.1121, -0.1542], [-0.1589, 0.0956, 0.4767], [-0.0259, -0.2129, 0.0008], [0.7558, -0.3124, 0.1631], [-0.1911, 0.1184, -0.1193], [0.5628, -0.0483, -0.1551], [0.2289, 0.3880, 0.3699], [-0.1371, 0.0169, -0.0072], [-0.0802, -0.1049, -0.1703], [0.0133, -1.0934, 0.2515], [-0.1158, 0.1953, -0.0718], [-0.2806, 0.0429, -0.0722], [0.2265, -0.3901, 0.0388], [-0.0240, 0.2546, 0.0034], [-0.3716, 0.1122, -0.0351], [-0.0613, -0.0750, -0.0589], [0.0327, 0.5565, -0.2708], [-0.2092, 0.2498, -0.0698], [0.0824, 0.5445, -0.1817], [-0.2167, -0.1552, 0.8351], [-0.5277, -1.0532, 0.4759], [0.2829, -0.0286, 0.4318], [0.2576, -0.0462, -0.0277], [0.1512, 0.2019, -0.0298], [-0.3688, 0.1914, 0.0960], [-0.0436, -0.1791, -0.0622], [-0.1442, -0.0695, 0.1741], [0.0699, 0.3125, -0.4077], [0.0314, -0.0819, -0.3923], [0.0835, 0.6788, -0.4661], [0.4295, -0.0131, -0.3097], [0.2151, 0.0243, -0.0205], [-0.3148, -0.1362, 0.0050], [-0.1911, 0.0216, 1.6248], [-0.0207, 0.0433, -0.2256], [0.2145, 0.0313, 0.2463], [-0.0879, 0.4629, 0.9207], [0.0578, 0.1724, -0.2268], [-0.1022, -0.1960, -0.2006], [0.2999, -0.3883, -1.3087], [-0.0881, -0.0591, -0.4979], [0.1854, -0.0087, -0.2170], [-0.0090, -0.0818, 0.3756], [-0.0366, 0.0601, -0.2669], [-0.1478, -0.3447, -0.4258], [-0.0324, -0.0870, -0.0755], [0.1001, 0.0554, -0.3038], [-0.2603, 0.3368, 0.5287], [-0.8484, 0.8685, -0.4269], [-0.3394, 0.2142, 0.6794], [-0.1640, -1.5448, 0.6096], [-0.7343, 1.0793, -0.9753], [-0.0863, -0.4097, 0.3341], [0.3102, -0.3407, 0.2560], [1.7066, -0.5653, -0.2034], [0.2567, -0.0801, -0.1312], [-0.0734, -0.4094, 0.1866], [0.1262, 0.3710, -0.3965], [0.1513, -0.0891, 0.1080], [0.1120, 0.4573, 0.0406], [0.2815, 0.2816, -0.1055], [-0.5515, 0.2050, 0.2564], [-0.3048, 0.0280, -0.3337], [0.0556, 0.5877, -1.4553], [0.4368, 0.0030, -0.3517], [0.8588, -1.2212, 0.6920], [1.1622, 0.9679, -0.4463], [-0.6206, -0.1049, -0.1378], [-0.2119, -0.2696, 0.2606], [0.0276, -0.2964, 0.8968], [0.2261, -0.0466, 0.3855], [-0.3934, -0.1530, 0.4887], [-0.3067, -0.0116, -0.2086], [-0.1860, -0.0186, 0.2338], [-0.3661, 0.2267, -0.3769], [-0.3238, -0.0291, 0.2564], [-0.1815, 0.2533, -0.1577], [-0.0953, -0.0175, -0.0444], [-0.1910, 0.4674, 0.7441], [0.9431, -0.7350, 0.6512], [-1.3403, -0.1042, -1.3139], [0.2513, 0.4084, 0.9554], [0.0162, -0.2921, -0.1589], [-0.1926, 0.0060, -0.4961], [-0.2252, 0.4764, 0.1163], [-0.0895, -0.1767, -0.2446], [0.2930, -0.2737, -0.2187], [-0.0048, 0.0682, -0.3917], [-0.3388, 0.2248, 0.0502], [0.3988, -0.1626, 0.3091], [0.2758, 0.2108, 0.4061], [0.1953, -0.0724, 0.1031], [0.0056, -0.1962, -0.3910], [-0.4802, -0.8779, -0.3130], [0.7001, -0.5642, -1.0761], [0.2738, 1.0281, 0.3334], [0.2715, -0.3376, 0.1986], [-0.0524, 0.2317, -0.0665], [-0.4517, -0.3029, -0.2347], [0.4199, 1.2356, 1.4544], [0.1039, -0.0241, -0.0640], [0.0513, 0.2526, -0.0797], [0.0138, 0.0442, 0.1844], [-0.3859, -0.0047, 0.3930], [-0.5165, -0.0239, 0.1961], [-0.0567, -0.2847, -0.2795], [0.2813, 0.0475, -0.4063], [-0.1384, -0.2756, -0.2348], [0.6189, -1.1181, 0.3190], [-0.4118, -0.5312, -0.8559], [0.4564, -0.5174, 0.5513], [-0.1050, -0.0508, 0.7125], [0.2483, -0.1001, -0.4500], [-0.1017, 0.1939, -0.0944], [-0.0830, 0.7741, 0.2388], [-0.0307, 0.3447, 0.0507], [-0.2171, 0.2595, -0.2589], [0.0678, 0.2007, -0.0204], [-0.0146, 0.2259, 0.2588], [-0.0056, 0.2335, -0.2067], [0.0393, 0.2526, -0.0541], [0.0194, -0.0041, -0.0860], [-0.3752, -0.1913, -0.1797], [-0.9696, 0.4251, 0.0706], [-1.3198, -0.3931, -0.0218], [0.5101, -0.4249, -0.3848], [-1.2303, 0.4667, 0.0905], [-0.0566, -0.1485, 0.0521], [0.5831, 0.1446, -0.1973], [1.4348, 1.0878, 0.1303], [0.2999, 0.1383, -0.1501], [0.1793, -0.5579, -0.0231], [0.4576, 0.0543, -0.1692], [0.2864, 0.2706, 0.1940], [0.2026, -0.0243, -0.1321], [-0.2157, 0.0087, 0.2315], [-0.3380, -0.7681, -0.0258], [-0.2764, -0.0695, 0.2269], [-0.3285, -0.0650, -0.0257], [1.0386, -0.4730, 0.2690], [-0.5693, 0.7884, -0.5941], [-0.0502, -0.1237, 0.0223], [-0.2778, 0.1572, 0.0191], [-0.1117, -0.0289, 0.1448], [0.2711, -0.0925, -0.1796], [-0.0251, -0.3422, 0.2453], [-0.0168, 0.0592, -0.1412], [-0.5084, -0.9934, 0.0913], [-0.5261, 0.4064, 0.7482], [0.0890, 0.0938, 0.0239], [0.0657, 0.4513, 0.2950], [0.4510, 0.0125, -0.3098], [0.3255, -0.1513, -0.0745], [0.1101, 0.0964, -0.3966]], "gap_ev": 8.96, "multiplicity": 1, "lumo_ev": -0.4, "homo_ev": -9.344, "relative_energy_kcal_mol": 0.0}